{
  "formula": "C33H29BrGeN5O2S2W",
  "method": "ωB97M-V/def2-TZVPD",
  "spin_multiplicity": 4,
  "orbital_gap_ev": [7.13, 6.36],
  "lumo_ev": [-5.8, -7.2],
  "homo_ev": [-12.895, -13.580],
  "charge": 2,
  "s_squared": 3.775,
  "molar_mass_g_mol": 928.1,
  "fmax_ev_per_a": 0.98,
  "relative_energy_kj_mol": 8.9,
  "energy_ev": -196278.0335,
  "species": ["W", "C", "C", "N", "N", "C", "S", "N", "N", "H", "H", "H", "H", "H", "H", "O", "C", "O", "C", "C", "C", "C", "C", "C", "S", "H", "H", "H", "H", "Br", "C", "C", "C", "N", "C", "C", "H", "H", "H", "H", "C", "C", "C", "C", "C", "C", "Ge", "C", "C", "C", "C", "C", "C", "C", "C", "C", "C", "C", "C", "H", "H", "H", "H", "H", "H", "H", "H", "H", "H", "H", "H", "H", "H", "H"],
  "coordinates": [[-0.197, -0.037, -1.416], [-5.113, 2.226, -1.447], [-3.764, 2.769, -1.175], [-3.473, 3.962, -0.776], [-2.112, 3.980, -0.655], [-1.542, 2.825, -0.963], [0.093, 2.362, -0.905], [-2.588, 2.039, -1.314], [-2.426, 0.703, -1.705], [-5.848, 2.990, -1.209], [-5.308, 1.350, -0.827], [-5.225, 1.953, -2.497], [-1.647, 4.820, -0.344], [-2.749, 0.604, -2.668], [-3.018, 0.130, -1.102], [-0.380, -1.904, -2.491], [-0.271, -2.367, -1.315], [-0.959, -1.754, -0.408], [0.877, -3.223, -0.957], [0.858, -4.591, -0.760], [2.047, -5.240, -0.454], [3.227, -4.518, -0.342], [3.236, -3.141, -0.513], [2.055, -2.480, -0.822], [2.063, -0.707, -0.964], [-0.066, -5.145, -0.857], [2.050, -6.311, -0.307], [4.151, -5.030, -0.111], [4.156, -2.580, -0.407], [1.193, 1.480, -7.954], [0.798, 1.135, -6.168], [-0.310, 0.371, -5.826], [-0.558, 0.136, -4.492], [0.210, 0.629, -3.504], [1.288, 1.355, -3.849], [1.614, 1.630, -5.158], [-0.959, -0.049, -6.580], [-1.382, -0.501, -4.198], [1.907, 1.726, -3.044], [2.493, 2.215, -5.386], [1.367, -4.131, 3.492], [2.438, -3.292, 3.212], [2.221, -2.073, 2.593], [0.925, -1.675, 2.256], [-0.146, -2.522, 2.550], [0.075, -3.745, 3.163], [0.535, 0.061, 1.529], [-1.287, 0.614, 2.057], [-2.467, 0.109, 1.498], [-3.709, 0.475, 2.000], [-3.800, 1.346, 3.078], [-2.641, 1.815, 3.672], [-1.397, 1.450, 3.169], [1.839, 1.475, 1.752], [1.437, 2.761, 2.122], [2.372, 3.758, 2.348], [3.725, 3.489, 2.194], [4.139, 2.222, 1.812], [3.203, 1.222, 1.591], [1.540, -5.081, 3.980], [3.443, -3.586, 3.484], [3.068, -1.430, 2.393], [-1.160, -2.227, 2.311], [-0.761, -4.392, 3.394], [-2.424, -0.657, 0.738], [-4.610, 0.040, 1.583], [-4.767, 1.624, 3.476], [-2.698, 2.457, 4.540], [-0.508, 1.815, 3.671], [0.385, 2.995, 2.233], [2.047, 4.746, 2.647], [4.456, 4.266, 2.373], [5.192, 2.009, 1.687], [3.547, 0.249, 1.275]],
  "lowdin_spin": [2.130, 0.000, 0.001, 0.002, 0.009, 0.020, 0.065, 0.008, 0.031, 0.000, 0.000, 0.000, 0.000, 0.004, 0.004, 0.044, 0.022, 0.096, 0.020, -0.004, 0.022, -0.003, 0.020, 0.032, 0.210, -0.001, 0.001, 0.000, 0.000, 0.005, 0.012, -0.002, 0.012, 0.026, 0.019, 0.000, 0.000, 0.001, 0.003, 0.000, 0.004, 0.000, 0.004, 0.001, 0.002, 0.000, 0.090, 0.048, 0.011, 0.001, 0.003, 0.004, 0.009, 0.000, 0.001, 0.001, 0.001, 0.000, 0.003, 0.000, 0.000, 0.000, 0.000, 0.000, 0.002, 0.000, 0.000, 0.000, 0.001, 0.001, 0.000, 0.000, 0.000, 0.002]
}

{
  "formula": "C33H29BrIrN5O3S3",
  "method": "ωB97M-V/def2-TZVPD",
  "spin_multiplicity": 2,
  "orbital_gap_ev": [4.94, 4.93],
  "lumo_ev": [-5.7, -5.7],
  "homo_ev": [-10.665, -10.644],
  "charge": 1,
  "s_squared": 0.762,
  "molar_mass_g_mol": 911.9,
  "fmax_ev_per_a": 3.19,
  "relative_energy_kj_mol": 380.9,
  "energy_ev": -153662.6036,
  "species": ["Ir", "C", "C", "N", "N", "C", "S", "S", "C", "C", "C", "C", "C", "C", "C", "C", "C", "C", "C", "C", "C", "O", "H", "H", "H", "H", "H", "H", "H", "H", "H", "H", "H", "H", "H", "H", "C", "C", "C", "C", "C", "C", "C", "S", "O", "O", "N", "C", "C", "C", "C", "C", "N", "H", "H", "H", "H", "H", "H", "H", "H", "H", "H", "H", "Br", "C", "C", "C", "C", "N", "C", "H", "H", "H", "H"],
  "coordinates": [[0.605, 0.120, 0.137], [1.635, -3.333, -2.901], [1.674, -2.487, -1.663], [1.176, -1.269, -1.722], [0.723, -0.779, -2.853], [0.488, 0.497, -2.933], [0.942, 1.681, -1.783], [-0.427, 1.016, -4.349], [0.846, 0.668, -5.641], [1.666, 1.911, -5.699], [2.729, 2.110, -4.820], [3.426, 3.303, -4.840], [3.066, 4.307, -5.728], [2.004, 4.116, -6.601], [1.303, 2.927, -6.580], [2.332, -2.911, -0.471], [2.593, -4.264, -0.193], [3.308, -4.652, 0.911], [3.830, -3.687, 1.788], [3.595, -2.361, 1.572], [2.826, -1.908, 0.459], [2.645, -0.663, 0.280], [2.065, -2.770, -3.727], [0.604, -3.561, -3.170], [2.186, -4.257, -2.789], [0.296, 0.472, -6.560], [1.396, -0.212, -5.321], [3.010, 1.330, -4.126], [4.247, 3.460, -4.157], [3.605, 5.242, -5.735], [1.716, 4.898, -7.286], [0.471, 2.769, -7.250], [2.208, -5.023, -0.856], [3.477, -5.701, 1.102], [4.422, -4.005, 2.634], [3.997, -1.601, 2.225], [-5.144, -0.014, 5.867], [-4.120, 0.541, 4.928], [-2.758, 0.409, 5.199], [-1.812, 0.931, 4.333], [-2.233, 1.604, 3.201], [-3.575, 1.755, 2.918], [-4.514, 1.218, 3.779], [-1.047, 2.327, 2.079], [-1.526, 3.596, 1.619], [0.279, 2.210, 2.612], [-1.053, 1.239, 0.833], [-1.929, 1.124, -0.168], [-2.959, 2.014, -0.523], [-3.734, 1.704, -1.619], [-3.474, 0.542, -2.343], [-2.417, -0.267, -1.951], [-1.667, 0.015, -0.902], [-4.958, -1.068, 6.067], [-6.148, 0.088, 5.463], [-5.103, 0.511, 6.821], [-2.443, -0.100, 6.100], [-0.756, 0.868, 4.534], [-3.869, 2.319, 2.049], [-5.564, 1.330, 3.563], [-3.063, 2.935, 0.027], [-4.533, 2.363, -1.924], [-4.073, 0.279, -3.200], [-2.168, -1.167, -2.497], [3.157, 0.069, 5.345], [1.776, -0.737, 4.337], [0.980, -1.734, 4.883], [-0.012, -2.282, 4.088], [-0.148, -1.845, 2.781], [0.623, -0.892, 2.272], [1.558, -0.333, 3.026], [1.142, -2.074, 5.894], [-0.668, -3.048, 4.468], [-0.883, -2.269, 2.111], [2.154, 0.451, 2.580]],
  "lowdin_spin": [0.679, 0.003, 0.001, 0.035, 0.028, 0.003, 0.022, -0.002, 0.000, 0.000, 0.001, 0.000, 0.000, 0.000, 0.000, 0.002, -0.001, -0.001, 0.001, 0.000, 0.008, 0.075, 0.000, 0.000, 0.000, 0.000, 0.000, 0.000, 0.000, 0.000, 0.000, 0.000, 0.000, 0.000, 0.000, 0.000, 0.000, 0.001, 0.000, 0.001, 0.001, 0.001, 0.000, 0.007, 0.003, 0.010, 0.019, 0.005, 0.003, -0.002, 0.005, 0.006, 0.070, 0.000, 0.000, 0.000, 0.000, 0.000, 0.000, 0.000, 0.000, 0.000, 0.001, 0.001, 0.000, 0.000, 0.001, 0.000, 0.000, 0.004, 0.008, 0.000, 0.000, 0.000, 0.004]
}

{
  "formula": "C33H29F6N5O9RhS3Si",
  "method": "ωB97M-V/def2-TZVPD",
  "orbital_gap_ev": 6.97,
  "lumo_ev": 1.5,
  "homo_ev": -5.445,
  "charge": -1,
  "molar_mass_g_mol": 980.8,
  "fmax_ev_per_a": 5.13,
  "energy_ev": -120267.5593,
  "species": ["Rh", "C", "O", "C", "C", "C", "C", "C", "C", "O", "C", "O", "C", "H", "H", "H", "H", "H", "H", "H", "H", "H", "N", "C", "C", "C", "C", "C", "C", "S", "O", "O", "N", "C", "N", "C", "C", "C", "N", "H", "H", "H", "H", "H", "H", "H", "H", "H", "C", "C", "C", "C", "C", "C", "Si", "C", "C", "C", "C", "C", "C", "H", "H", "H", "H", "H", "H", "H", "H", "H", "H", "H", "F", "C", "F", "F", "S", "O", "O", "N", "S", "O", "O", "C", "F", "F", "F"],
  "coordinates": [[-0.668, 0.770, 0.582], [-5.302, -2.852, -2.507], [-6.055, -2.362, -1.421], [-5.422, -1.494, -0.571], [-6.184, -0.923, 0.450], [-5.623, -0.035, 1.345], [-4.259, 0.333, 1.302], [-3.598, 1.200, 2.220], [-4.375, 1.944, 3.291], [-2.347, 1.419, 2.238], [-3.486, -0.265, 0.230], [-2.239, -0.006, 0.045], [-4.079, -1.155, -0.668], [-6.003, -3.403, -3.133], [-4.506, -3.526, -2.169], [-4.867, -2.032, -3.087], [-7.223, -1.202, 0.526], [-6.261, 0.377, 2.107], [-5.433, 1.712, 3.303], [-4.235, 3.009, 3.109], [-3.937, 1.708, 4.260], [-3.434, -1.548, -1.437], [6.880, -2.190, -2.261], [5.635, -1.580, -2.300], [4.473, -2.345, -2.165], [3.233, -1.743, -2.250], [3.149, -0.380, -2.451], [4.283, 0.390, -2.617], [5.526, -0.209, -2.543], [1.527, 0.384, -2.466], [1.621, 1.648, -3.127], [0.614, -0.601, -2.986], [1.181, 0.496, -0.866], [1.768, 1.358, -0.055], [1.048, 1.525, 1.109], [1.583, 2.247, 2.105], [2.825, 2.822, 1.943], [3.470, 2.639, 0.724], [2.949, 1.908, -0.263], [6.910, -3.073, -1.775], [7.652, -1.579, -2.043], [4.554, -3.410, -2.003], [2.322, -2.315, -2.164], [4.162, 1.447, -2.791], [6.423, 0.378, -2.679], [0.995, 2.325, 3.006], [3.271, 3.400, 2.733], [4.441, 3.062, 0.516], [4.642, -1.263, 2.783], [4.165, -1.358, 1.487], [2.803, -1.328, 1.247], [1.886, -1.180, 2.286], [2.388, -1.082, 3.582], [3.748, -1.133, 3.834], [-0.003, -1.050, 1.929], [-0.548, -2.674, 1.064], [-1.058, -3.724, 1.821], [-1.464, -4.904, 1.227], [-1.360, -5.055, -0.145], [-0.861, -4.018, -0.914], [-0.462, -2.833, -0.318], [5.703, -1.287, 2.979], [4.850, -1.444, 0.655], [2.445, -1.400, 0.231], [1.698, -0.966, 4.406], [4.114, -1.063, 4.850], [-0.572, -1.174, 3.320], [-1.136, -3.604, 2.892], [-1.860, -5.705, 1.837], [-1.675, -5.978, -0.609], [-0.783, -4.128, -1.986], [-0.101, -2.018, -0.933], [1.476, 4.343, -1.328], [0.677, 4.949, -0.470], [0.399, 6.176, -0.916], [1.394, 5.133, 0.659], [-0.900, 3.977, -0.046], [-0.781, 2.722, -0.749], [-0.869, 3.913, 1.380], [-2.069, 4.855, -0.599], [-2.150, 4.731, -2.183], [-0.865, 4.667, -2.796], [-3.095, 5.662, -2.713], [-2.985, 3.049, -2.465], [-3.625, 2.650, -1.359], [-2.193, 2.070, -2.870], [-3.927, 3.196, -3.414]],
  "lowdin_charge": [1.022, -0.089, -0.076, -0.261, -0.026, -0.022, -0.095, -0.339, 0.007, -0.050, -0.305, -0.258, 0.059, 0.089, 0.094, 0.098, 0.107, 0.095, 0.057, 0.096, 0.088, 0.114, 0.090, -0.340, -0.039, -0.075, -0.287, -0.064, -0.031, 0.615, -0.269, -0.314, -0.088, -0.527, -0.094, -0.088, -0.053, -0.096, 0.166, 0.085, 0.084, 0.110, 0.110, 0.110, 0.106, 0.131, 0.100, 0.111, -0.099, -0.074, -0.102, -0.301, -0.126, -0.102, 0.763, -0.302, -0.120, -0.103, -0.105, -0.089, -0.105, 0.094, 0.092, 0.072, 0.085, 0.095, -0.008, 0.086, 0.095, 0.093, 0.101, 0.073, 0.147, -0.641, 0.122, 0.099, 0.582, -0.358, -0.285, -0.288, 0.586, -0.276, -0.283, -0.647, 0.118, 0.143, 0.108]
}